[1]
Here is the molecule CH5N3O2 from the Open Molecules 2025 dataset. Energies are from ωB97M-V with the def2-TZVPD basis set.

```
11
Properties=species:S:1:pos:R:3
N -2.024 -0.719 -0.120
N -0.545 -0.567 0.264
C 0.043 0.696 0.178
O -0.803 1.592 -0.234
N 1.330 0.661 0.344
O 1.897 -0.680 -0.359
H -2.282 -0.593 0.824
H -2.132 0.090 -0.763
H 0.036 -1.345 -0.127
H 1.686 1.464 -0.257
H 2.793 -0.598 0.249
```

## Properties
HOMO ... -9.67 eV
Gap between HOMO and LUMO ... 9.50 eV
Relative energy (zero: lowest compared OMol25 entry of this formula, charge and spin) ... 313.40 kJ/mol
Structure (SMILES) ... NNC(=O)NO
LUMO level ... -0.17 eV
Multiplicity ... 1
Net charge ... 0

Results of the natural (NBO) charge analysis, in e, for atoms 1 through 5: atom 1 (N): -0.640, atom 2 (N): -0.509, atom 3 (C): 0.693, atom 4 (O): -0.657, atom 5 (N): -0.355

[2]
Here is the molecule C18H24BN3O4 from the Open Molecules 2025 dataset. Energies are from ωB97M-V with the def2-TZVPD basis set.

```
50
Properties=species:S:1:pos:R:3
C 1.305 1.076 4.367
C 0.094 0.158 4.007
C -1.178 0.879 3.402
C 0.579 -1.005 3.087
C 1.327 -0.656 1.828
N 0.491 -0.008 0.907
C 0.980 1.119 0.143
O 1.735 1.967 0.660
C 0.483 1.357 -1.242
C -1.023 1.653 -1.263
C -1.851 0.468 -0.884
C -2.613 0.408 0.221
C -3.166 -0.760 0.673
C -3.189 -1.860 -0.142
C -2.549 -1.859 -1.378
C -1.898 -0.698 -1.741
O 0.965 0.251 -2.027
C 1.217 0.557 -3.330
C 1.870 -0.369 -4.119
N 2.066 -0.261 -5.403
C 1.646 0.883 -5.950
C 0.951 1.796 -5.195
N 0.808 1.647 -3.906
B 1.729 -1.978 1.051
O 1.974 -3.121 1.840
O 1.790 -1.992 -0.336
H 1.102 1.667 5.290
H 2.244 0.474 4.618
H 1.595 1.787 3.568
H -0.154 -0.387 4.987
H -1.970 0.143 3.321
H -1.588 1.685 4.040
H -1.180 1.238 2.388
H -0.249 -1.728 2.902
H 1.339 -1.669 3.500
H 2.247 -0.064 2.049
H -0.135 -0.706 0.428
H 1.047 2.268 -1.556
H -1.350 1.967 -2.333
H -1.369 2.542 -0.754
H -2.794 1.233 0.876
H -3.538 -0.884 1.693
H -3.459 -2.876 0.331
H -2.597 -2.705 -2.049
H -1.279 -0.689 -2.654
H 2.041 -1.372 -3.650
H 1.751 0.898 -7.042
H 0.379 2.556 -5.698
H 1.884 -3.882 1.249
H 1.487 -1.149 -0.771
```

## Properties
HOMO ... -9.06 eV
Gap between HOMO and LUMO ... 9.38 eV
Relative energy (zero: lowest compared OMol25 entry of this formula, charge and spin) ... 152.08 kJ/mol
Structure (SMILES) ... CC(C)C[C@H](NC(=O)[C@H](Cc1ccccc1)Oc1cnccn1)B(O)O
LUMO level ... 0.33 eV
Multiplicity ... 1
Net charge ... 0

Results of the natural (NBO) charge analysis, in e, for atoms 1 through 5: atom 1 (C): -0.628, atom 2 (C): -0.215, atom 3 (C): -0.620, atom 4 (C): -0.385, atom 5 (C): -0.435

[3]
Here is the molecule C6H9N3OS from the Open Molecules 2025 dataset. Energies are from ωB97M-V with the def2-TZVPD basis set.

```
20
Properties=species:S:1:pos:R:3
C -3.684 0.689 0.013
C 2.018 -0.014 -0.016
C 0.599 0.428 0.252
C 1.156 -0.829 0.907
C -0.746 -1.102 -0.824
C 3.245 0.816 0.434
N -0.299 0.174 -0.791
N -1.958 -0.815 0.036
N -2.991 -0.370 -0.560
O -3.316 1.232 1.003
S 0.328 -2.275 0.167
H -4.486 0.977 -0.686
H 2.118 -0.471 -0.942
H 0.198 1.248 0.776
H 1.208 -0.824 2.025
H -1.018 -1.391 -1.835
H 4.110 0.255 0.369
H 3.058 1.120 1.480
H 3.527 1.700 -0.241
H -3.067 -0.549 -1.569
```

## Properties
HOMO (alpha / beta) ... -8.22 / -8.21 eV
Gap between HOMO and LUMO (alpha / beta) ... 7.46 / 7.46 eV
Relative energy (zero: lowest compared OMol25 entry of this formula, charge and spin) ... 438.95 kJ/mol
LUMO level (alpha / beta) ... -0.75 / -0.75 eV
Multiplicity ... 1
Net charge ... 0

Results of the natural (NBO) charge analysis, in e, for atoms 1 through 5: atom 1 (C): 0.528, atom 2 (C): -0.204, atom 3 (C): -0.110, atom 4 (C): -0.378, atom 5 (C): -0.055

[4]
Here is the molecule C14H9ClF7NO from the Open Molecules 2025 dataset. Energies are from ωB97M-V with the def2-TZVPD basis set.

```
33
Properties=species:S:1:pos:R:3
O 0.588 1.686 -1.549
C -0.757 1.745 -1.085
C -1.821 1.815 -2.272
F -1.559 0.827 -3.229
F -1.839 2.939 -2.952
F -3.099 1.625 -1.643
C -0.734 0.440 -0.358
N -0.929 -0.947 -0.725
C -0.527 -1.819 0.387
C -0.530 -3.234 0.600
Cl -0.960 -4.266 -0.789
C -0.348 -3.728 1.830
C -0.203 -2.861 2.983
F -0.031 -3.473 4.149
C -0.114 -1.471 2.755
C -0.374 -0.987 1.414
C -0.386 0.402 0.994
C -0.104 1.590 1.918
C 0.086 2.866 1.151
C -0.882 2.976 -0.087
C -0.621 4.395 -0.672
F 0.487 4.396 -1.535
F -1.757 4.747 -1.343
F -0.395 5.458 0.201
H 1.039 0.863 -1.329
H -1.105 -1.385 -1.659
H -0.258 -4.796 1.844
H 0.021 -0.795 3.576
H -0.836 1.715 2.593
H 0.817 1.454 2.435
H 1.135 2.949 0.804
H -0.084 3.764 1.808
H -1.984 2.940 0.362
```

## Properties
HOMO ... -8.72 eV
Gap between HOMO and LUMO ... 9.05 eV
Structure (SMILES) ... O[C@@]1(C(F)(F)F)c2[nH]c3c(Cl)cc(F)cc3c2CC[C@H]1C(F)(F)F
LUMO level ... 0.33 eV
Multiplicity ... 1
Net charge ... 0

Results of the natural (NBO) charge analysis, in e, for atoms 1 through 5: atom 1 (O): -0.697, atom 2 (C): 0.166, atom 3 (C): 0.978, atom 4 (F): -0.331, atom 5 (F): -0.283

[5]
Here is a structure of composition C16H18IN3O2V from the Open Molecules 2025 dataset. Energies are from ωB97M-V with the def2-TZVPD basis set.

```
41
Properties=species:S:1:pos:R:3
C -2.749 1.855 -0.321
C -1.679 2.720 0.589
H -2.773 2.092 -1.397
H -3.683 2.295 0.071
H -2.877 0.777 -0.085
H -0.592 2.828 0.282
H -2.035 3.753 0.460
H -1.792 2.490 1.657
C -0.474 -0.845 -2.881
C 0.247 -1.657 -3.759
C 1.631 -1.761 -3.610
C 2.247 -1.063 -2.577
H -1.555 -0.712 -2.970
H -0.286 -2.192 -4.541
H 2.226 -2.385 -4.278
H 3.319 -1.112 -2.393
N 0.122 -0.191 -1.883
C 1.465 -0.289 -1.696
C 1.992 0.330 -0.477
N 1.090 0.990 0.298
C 1.421 1.407 1.530
C 3.673 0.614 1.235
C 2.710 1.237 2.030
H 0.624 1.871 2.111
H 2.923 1.606 3.029
C 3.312 0.153 -0.027
H 4.007 -0.365 -0.682
H 4.691 0.483 1.595
V -0.883 1.224 -0.489
I -0.325 2.896 -2.370
O 0.290 -2.151 0.101
C -0.646 -1.793 0.807
C -1.266 -2.697 1.875
C -2.018 -1.755 2.767
C -1.849 -0.393 2.101
O -2.168 0.658 2.651
N -1.231 -0.532 0.864
H -1.935 -3.418 1.387
H -0.481 -3.251 2.400
H -3.084 -2.002 2.817
H -1.608 -1.718 3.779
```

## Properties
HOMO (alpha / beta) ... -7.07 / -8.03 eV
Gap between HOMO and LUMO (alpha / beta) ... 6.66 / 7.52 eV
Relative energy (zero: lowest compared OMol25 entry of this formula, charge and spin) ... 171.35 kJ/mol
LUMO level (alpha / beta) ... -0.41 / -0.51 eV
Multiplicity ... 4
Net charge ... 0

Results of the natural (NBO) charge analysis, in e, for atoms 1 through 5: atom 1 (C): -0.719, atom 2 (C): -0.699, atom 3 (H): 0.296, atom 4 (H): 0.290, atom 5 (H): 0.277

Number 1: energy -355.7049 a.u.. Number 2: energy -1190.4333 a.u.. Number 3: energy -871.5398 a.u.. Number 4: energy -1828.1185 a.u.. Number 5: energy -2176.9808 a.u..